{
  "formula": "CH14O5S",
  "method": "wB97M-V/def2-TZVPD",
  "multiplicity": 2,
  "orbital_gap_ev": [2.2, 9.7],
  "e_lumo_ev": [2.790, 2.738],
  "total_charge": -1,
  "s2": 0.750,
  "energy_ev": -22335.6689,
  "e_above_lowest_ev": 0.8890,
  "species": ["C", "S", "H", "H", "H", "H", "H", "H", "O", "H", "H", "O", "H", "H", "O", "H", "H", "O", "H", "H", "O"],
  "coordinates": [[-3.1809, -0.4760, -0.0159], [-2.5207, 0.5157, 1.3548], [-2.4430, -0.9787, -0.7198], [-3.8515, 0.1600, -0.6247], [-3.8916, -1.1993, 0.3819], [-1.6259, -0.2721, 1.9071], [2.4869, -0.7517, -4.2209], [0.8782, -0.9645, -4.3084], [1.5755, -0.6186, -3.7611], [0.8479, 1.0824, 1.5864], [-0.0242, 2.2951, 1.2744], [0.9324, 2.0830, 1.4153], [2.2272, -0.8536, 1.4209], [0.8055, -1.2608, 1.9605], [1.5950, -0.7831, 2.2073], [1.2811, -1.2267, -1.4740], [0.4175, -1.0142, -0.2181], [0.8630, -1.7202, -0.7363], [2.8841, 0.6669, -1.8609], [2.5011, 1.2869, -0.3966], [2.1495, 0.7433, -1.1613]],
  "forces_ev_per_a": [[-0.1, -0.7, -1.0], [-0.6, 1.0, -0.6], [-0.7, 0.8, 1.1], [0.7, 0.2, 0.3], [0.3, -0.4, 0.1], [0.4, -0.8, 0.0], [-2.1, 0.1, 0.6], [-0.4, -0.5, -0.8], [2.5, 0.3, 0.3], [0.7, 1.9, -0.2], [1.2, 0.0, -0.1], [-1.7, -1.9, 0.3], [-1.5, -0.1, 1.2], [-0.1, -0.5, -0.4], [1.5, 0.5, -1.0], [-0.2, -0.1, 0.3], [0.5, -0.4, -0.7], [-0.4, 0.4, 0.4], [-1.5, 0.2, 1.4], [-0.5, -0.7, -1.4], [1.8, 0.8, 0.0]]
}